Below is a gas-phase ion, C5H14N2 (charge +1), with properties calculated with wB97M-V/def2-TZVPD.

```
21
Properties=species:S:1:pos:R:3:nbo_charge:R:1
C -1.553 0.054 1.588 -0.2144
C -1.050 0.250 0.150 -0.4096
C 0.146 -0.711 -0.116 -0.4458
C 1.488 -0.035 0.003 -0.2754
N 1.789 0.954 -1.021 -0.1033
C 1.517 0.770 -2.401 -0.5047
N -2.222 -1.214 1.810 -0.8435
H -2.034 0.971 1.961 0.1890
H -0.644 0.122 2.214 0.1742
H -0.752 1.283 0.146 0.1947
H -1.798 0.156 -0.636 0.2241
H -0.005 -1.192 -1.084 0.2249
H 0.076 -1.494 0.642 0.2655
H 2.241 -0.834 -0.021 0.2859
H 1.586 0.550 0.917 0.2525
H 2.767 1.208 -0.849 0.4154
H 2.256 1.232 -3.037 0.2576
H 0.596 1.310 -2.677 0.2896
H 1.342 -0.248 -2.744 0.2767
H -3.201 -1.168 1.574 0.3731
H -2.108 -1.469 2.775 0.3737
```

As for the total charge: +1. The calculation puts the HOMO energy (alpha / beta) at -0.460 / -0.460 Eh. As for the multiplicity: 2. As for the LUMO energy (alpha / beta): -3.21 / -8.03 eV. Its expectation value of S² is 0.75. The value obtained for the energy above the lowest of the compared OMol25 structures with the same formula, charge and spin is 113.5 kJ/mol. Its frontier orbital gap (alpha / beta) is 9.30 / 4.49 eV.



Below is C14H13P in the gas phase, with properties calculated with wB97M-V/def2-TZVPD.

```
28
Properties=species:S:1:pos:R:3:nbo_charge:R:1
C 2.450 2.816 0.155 -0.3936
C 1.285 2.318 -0.327 0.0425
C 0.583 2.855 -1.814 -0.7251
P 0.418 1.477 -2.994 0.5753
C -0.582 0.282 -1.893 -0.7088
C -0.142 0.159 -0.483 0.0944
C 0.702 1.057 0.164 -0.1280
C 0.982 0.696 1.514 -0.1794
C 0.499 -0.433 2.147 -0.1728
C -0.447 -1.307 1.513 -0.0603
C -1.017 -2.375 2.267 -0.1878
C -1.728 -3.289 1.517 -0.1831
C -2.017 -3.074 0.172 -0.2451
C -1.459 -2.055 -0.520 -0.1656
C -0.661 -1.031 0.206 -0.0657
H 3.036 3.484 -0.395 0.2031
H 2.901 2.408 1.050 0.1979
H -0.360 3.384 -1.680 0.2364
H 1.161 3.594 -2.265 0.2248
H 1.486 0.809 -2.649 -0.0658
H -0.410 -0.587 -2.505 0.2277
H -1.628 0.563 -1.990 0.2314
H 1.591 1.268 2.085 0.1972
H 0.804 -0.670 3.156 0.2044
H -0.825 -2.447 3.262 0.2097
H -2.258 -4.206 1.960 0.2067
H -2.692 -3.841 -0.100 0.2182
H -1.670 -1.852 -1.554 0.2114
```

As for the total charge: 0. The calculation puts the HOMO energy at -0.297 Eh. As for the LUMO energy: 0.28 eV. The value obtained for the energy above the lowest of the compared OMol25 structures with the same formula, charge and spin is 33.6 kJ/mol. As for the SMILES: C=C1CPCc2c1ccc1ccccc21. Its frontier orbital gap is 8.36 eV.



Below is a molecular structure, C13H15IN4O2, with properties calculated with wB97M-V/def2-TZVPD.

```
35
Properties=species:S:1:pos:R:3:nbo_charge:R:1
N 0.224 -3.051 0.684 -0.6748
C 1.231 -2.626 0.020 0.5587
N 1.262 -3.005 -1.390 -0.8528
N 2.308 -1.852 0.598 -0.6401
C 1.835 -0.576 1.209 -0.2330
C 2.631 0.653 0.622 -0.4248
C 1.867 2.032 0.783 -0.3930
C 1.125 2.472 -0.566 -0.4291
C -0.172 1.579 -0.640 0.0321
C -0.066 0.289 -1.328 -0.2396
C -1.216 -0.597 -1.389 -0.1788
C -2.433 -0.163 -0.748 -0.0868
C -2.540 1.143 -0.071 -0.1449
C -1.409 2.039 -0.002 -0.2145
C -3.992 1.244 0.498 0.6823
O -4.607 2.218 0.784 -0.4797
N -4.398 -0.163 0.560 -0.7005
I -3.838 -0.829 2.420 0.3785
C -3.831 -0.837 -0.593 0.6748
O -4.296 -1.665 -1.307 -0.4675
H 0.326 -2.753 1.663 0.3317
H 1.750 -3.906 -1.452 0.3885
H 1.748 -2.295 -1.940 0.3546
H 2.926 -1.604 -0.177 0.3602
H 2.079 -0.637 2.309 0.1948
H 0.721 -0.454 1.154 0.2146
H 3.586 0.750 1.209 0.2253
H 2.825 0.504 -0.475 0.1897
H 1.036 1.899 1.533 0.2096
H 2.512 2.871 1.137 0.2175
H 0.782 3.540 -0.518 0.2228
H 1.780 2.327 -1.463 0.2137
H 0.918 0.035 -1.772 0.2127
H -1.178 -1.595 -1.870 0.2589
H -1.495 3.014 0.518 0.2389
```

As for the total charge: 0. The calculation puts the HOMO energy at -0.344 Eh. As for the LUMO energy: -1.05 eV. The value obtained for the energy above the lowest of the compared OMol25 structures with the same formula, charge and spin is 0.0 kJ/mol. Its frontier orbital gap is 8.30 eV.



Below is a gas-phase ion, C20H26BrClFN4O6 (charge +1), with properties calculated with wB97M-V/def2-TZVPD.

```
59
Properties=species:S:1:pos:R:3:nbo_charge:R:1
C 0.982 4.353 -0.899 -0.6684
C 0.455 3.676 0.489 0.0253
C 0.446 4.604 1.747 -0.2266
C -0.038 4.127 3.169 -0.1839
C -0.568 2.654 3.272 -0.2265
C -0.536 1.753 1.983 -0.2409
C -0.032 2.131 0.561 -0.0918
C 0.121 1.398 -0.811 -0.4911
C -0.158 -0.212 -1.014 0.1105
C 1.158 -0.591 -1.940 -0.4247
C 1.249 -1.927 -2.755 -0.2576
N 2.709 -2.163 -3.131 -0.8235
C 0.095 -1.052 0.344 0.3297
O 0.952 -2.241 0.214 -0.5701
C 2.151 -2.126 1.027 -0.1133
C 1.887 -2.406 2.617 0.0788
C 1.271 -3.896 2.810 -0.6733
O 3.212 -2.406 3.233 -0.7266
O -1.097 -1.563 1.004 -0.5166
C -1.766 -2.439 0.080 0.0702
Cl -3.368 -2.888 0.945 -0.0273
C -2.120 -1.848 -1.359 -0.1530
Br -1.946 -3.185 -2.871 0.1814
N -1.493 -0.464 -1.700 -0.2198
N -1.498 -0.510 -3.079 -0.4286
C -1.259 0.563 -3.756 0.9420
O -0.884 1.640 -4.299 -0.3826
C -2.633 0.421 -1.182 0.8130
O -3.629 0.777 -1.918 -0.4341
N -2.870 0.751 0.249 -0.7162
C -3.401 2.159 0.219 0.9717
O -4.465 2.504 0.828 -0.4903
F -2.769 3.211 -0.549 -0.3261
H 2.034 3.997 -1.189 0.2344
H 0.910 5.504 -0.768 0.2515
H 0.167 4.081 -1.688 0.2127
H 0.811 5.701 1.644 0.2404
H 0.005 4.840 4.070 0.2494
H -0.961 2.230 4.277 0.2509
H -0.941 0.685 2.095 0.2201
H -0.486 2.037 -1.587 0.2525
H 1.222 1.667 -1.117 0.2809
H 1.282 0.274 -2.720 0.2270
H 2.069 -0.447 -1.224 0.2550
H 0.688 -1.827 -3.766 0.1991
H 0.902 -2.905 -2.267 0.2247
H 2.883 -1.899 -4.113 0.3689
H 3.335 -1.560 -2.571 0.3535
H 0.722 -0.422 1.102 0.2662
H 2.851 -2.997 0.690 0.2328
H 2.739 -1.159 0.825 0.1924
H 1.214 -1.590 3.096 0.1768
H 0.674 -3.995 3.800 0.2355
H 2.125 -4.691 2.783 0.2282
H 0.553 -4.196 1.949 0.2222
H 3.243 -3.122 3.908 0.4848
H -1.265 -3.476 -0.074 0.2603
H -3.287 -1.746 -1.359 0.3058
H -3.664 0.210 0.639 0.4649
```

As for the total charge: +1. The calculation puts the HOMO energy at -0.413 Eh. As for the LUMO energy: -5.19 eV. As for the SMILES: Cc1ccccc1C[C@@]1(CCN)[C@H](OC[C@@H](C)O)O[C@@H](Cl)[C@H](Br)[N@@+]1(N=C=O)C(=O)NC(=O)F. Its frontier orbital gap is 6.04 eV.



Below is a molecular structure, C47H55BCl2CrN6O2PS3, with properties calculated with wB97M-V/def2-TZVPD.

```
118
Properties=species:S:1:pos:R:3:lowdin_spin:R:1
Cr -1.057 -0.711 -1.777 3.4054
C 3.341 -3.718 -1.669 -0.0004
C 2.619 -3.180 -0.478 0.0005
C 2.949 -3.520 0.793 0.0013
C 2.221 -3.003 1.899 0.0043
N 1.268 -2.140 1.714 0.0087
N 0.942 -1.785 0.452 0.0399
B -0.230 -0.807 0.480 0.2189
N -1.341 -1.294 1.421 0.0181
N -1.372 -0.755 2.642 -0.0008
C -2.261 -1.201 3.485 0.0040
C -3.136 -2.259 3.122 -0.0003
C -3.114 -2.790 1.868 0.0006
C -4.026 -3.880 1.414 0.0010
C -2.180 -2.220 0.957 0.0064
S -2.077 -2.621 -0.694 0.0563
C -2.259 -0.532 4.856 0.0005
C -2.338 0.988 4.664 0.0002
C -3.441 -0.992 5.708 0.0001
C -0.946 -0.890 5.563 0.0002
N 0.066 0.651 0.799 0.0449
N 1.192 0.926 1.473 0.0017
C 1.336 2.140 1.923 0.0085
C 0.312 3.112 1.752 0.0040
C -0.829 2.830 1.071 0.0017
C -1.915 3.834 0.848 0.0008
C -0.921 1.515 0.526 0.0205
S -2.205 0.968 -0.455 0.0682
C 2.628 2.502 2.632 0.0010
C 3.328 3.601 1.818 0.0009
C 3.548 1.291 2.744 0.0000
C 2.298 3.022 4.038 0.0002
C 1.502 -2.297 -0.658 0.0113
S 0.899 -1.989 -2.212 0.0115
C 2.441 -3.447 3.342 0.0005
C 3.649 -4.373 3.472 0.0001
C 1.174 -4.194 3.786 0.0002
C 2.647 -2.220 4.234 0.0001
H 4.153 -4.373 -1.359 -0.0001
H 3.748 -2.901 -2.269 -0.0002
H 2.658 -4.272 -2.314 0.0000
H 3.767 -4.207 0.965 -0.0001
H -3.847 -2.636 3.845 -0.0001
H -4.673 -4.209 2.225 0.0001
H -3.452 -4.733 1.048 -0.0001
H -4.642 -3.535 0.581 0.0007
H -3.257 1.274 4.147 0.0000
H -1.489 1.353 4.084 0.0000
H -2.329 1.482 5.638 0.0001
H -4.398 -0.782 5.225 0.0000
H -3.427 -0.457 6.658 0.0000
H -3.393 -2.059 5.939 0.0000
H -0.091 -0.551 4.976 0.0000
H -0.855 -1.968 5.713 0.0000
H -0.909 -0.408 6.542 0.0000
H 0.454 4.101 2.170 0.0001
H -2.007 4.488 1.715 -0.0001
H -2.872 3.352 0.659 0.0006
H -1.683 4.445 -0.027 0.0000
H 3.591 3.240 0.822 0.0000
H 4.243 3.907 2.327 0.0002
H 2.699 4.487 1.704 0.0000
H 3.779 0.867 1.766 0.0000
H 3.091 0.507 3.348 0.0000
H 4.482 1.595 3.220 0.0000
H 1.763 3.973 4.014 0.0000
H 3.224 3.184 4.591 0.0000
H 1.696 2.300 4.594 0.0000
H 3.507 -5.316 2.939 0.0000
H 3.802 -4.615 4.525 0.0000
H 4.566 -3.901 3.109 0.0000
H 0.982 -5.063 3.152 0.0000
H 0.305 -3.534 3.739 0.0000
H 1.290 -4.544 4.814 0.0001
H 3.589 -1.721 3.998 0.0000
H 2.678 -2.526 5.281 0.0000
H 1.834 -1.505 4.102 0.0000
Cl 2.201 1.396 -1.262 0.0047
C 2.492 1.680 -2.954 -0.0006
C 3.779 2.070 -3.297 0.0002
C 4.064 2.407 -4.606 -0.0005
C 3.055 2.366 -5.559 -0.0002
C 1.782 1.963 -5.200 -0.0016
C 1.464 1.594 -3.886 -0.0050
P -0.258 1.045 -3.517 -0.0161
C -0.782 0.432 -5.149 -0.0015
C -0.383 -0.848 -5.526 0.0003
C -0.708 -1.342 -6.779 0.0004
C -1.436 -0.561 -7.666 -0.0010
C -1.836 0.715 -7.297 0.0002
C -1.511 1.211 -6.044 -0.0016
C -1.149 2.613 -3.297 0.0012
C -2.544 2.614 -3.369 -0.0002
C -3.246 3.789 -3.158 0.0009
C -2.570 4.967 -2.861 -0.0016
C -1.186 4.966 -2.776 0.0005
C -0.474 3.792 -2.994 -0.0014
H 4.541 2.116 -2.530 0.0000
H 5.066 2.711 -4.878 0.0000
H 3.259 2.641 -6.585 0.0000
H 1.018 1.919 -5.962 -0.0001
H 0.176 -1.474 -4.844 0.0006
H -0.401 -2.342 -7.056 0.0000
H -1.696 -0.950 -8.643 -0.0001
H -2.410 1.325 -7.983 0.0000
H -1.835 2.207 -5.767 -0.0001
H -3.076 1.695 -3.592 -0.0001
H -4.326 3.784 -3.229 0.0001
H -3.123 5.885 -2.704 -0.0001
H -0.653 5.884 -2.557 0.0001
H 0.608 3.809 -2.947 -0.0001
Cl -4.534 -0.162 -5.241 0.0010
C -4.120 -1.733 -4.506 0.0001
C -2.839 -1.704 -3.693 0.0140
O -2.125 -2.700 -3.661 0.0206
O -2.597 -0.609 -3.050 0.0444
H -4.036 -2.471 -5.296 0.0003
H -4.938 -2.001 -3.840 0.0002
```

As for the total charge: +1. The calculation puts the HOMO energy (alpha / beta) at -0.377 / -0.393 Eh. As for the multiplicity: 5. As for the LUMO energy (alpha / beta): -2.98 / -3.93 eV. Its expectation value of S² is 6.05. The value obtained for the energy above the lowest of the compared OMol25 structures with the same formula, charge and spin is 0.0 kJ/mol. Its frontier orbital gap (alpha / beta) is 7.28 / 6.76 eV.



Copy entry 3 word for word.
Below is a molecular structure, C13H15IN4O2, with properties calculated with wB97M-V/def2-TZVPD.

```
35
Properties=species:S:1:pos:R:3:nbo_charge:R:1
N 0.224 -3.051 0.684 -0.6748
C 1.231 -2.626 0.020 0.5587
N 1.262 -3.005 -1.390 -0.8528
N 2.308 -1.852 0.598 -0.6401
C 1.835 -0.576 1.209 -0.2330
C 2.631 0.653 0.622 -0.4248
C 1.867 2.032 0.783 -0.3930
C 1.125 2.472 -0.566 -0.4291
C -0.172 1.579 -0.640 0.0321
C -0.066 0.289 -1.328 -0.2396
C -1.216 -0.597 -1.389 -0.1788
C -2.433 -0.163 -0.748 -0.0868
C -2.540 1.143 -0.071 -0.1449
C -1.409 2.039 -0.002 -0.2145
C -3.992 1.244 0.498 0.6823
O -4.607 2.218 0.784 -0.4797
N -4.398 -0.163 0.560 -0.7005
I -3.838 -0.829 2.420 0.3785
C -3.831 -0.837 -0.593 0.6748
O -4.296 -1.665 -1.307 -0.4675
H 0.326 -2.753 1.663 0.3317
H 1.750 -3.906 -1.452 0.3885
H 1.748 -2.295 -1.940 0.3546
H 2.926 -1.604 -0.177 0.3602
H 2.079 -0.637 2.309 0.1948
H 0.721 -0.454 1.154 0.2146
H 3.586 0.750 1.209 0.2253
H 2.825 0.504 -0.475 0.1897
H 1.036 1.899 1.533 0.2096
H 2.512 2.871 1.137 0.2175
H 0.782 3.540 -0.518 0.2228
H 1.780 2.327 -1.463 0.2137
H 0.918 0.035 -1.772 0.2127
H -1.178 -1.595 -1.870 0.2589
H -1.495 3.014 0.518 0.2389
```

As for the total charge: 0. The calculation puts the HOMO energy at -0.344 Eh. As for the LUMO energy: -1.05 eV. The value obtained for the energy above the lowest of the compared OMol25 structures with the same formula, charge and spin is 0.0 kJ/mol. Its frontier orbital gap is 8.30 eV.



What is the formula in the fourth record? C20H26BrClFN4O6



What is the total charge in the third record? 0